Entry 1:
57
Properties=species:S:1:pos:R:3:mulliken_charge:R:1 method="wB97M-V/def2-TZVPD" charge=+1 largest_force_ev_per_a=1.926 homo_energy_ev="-10.270 / -10.268" e_lumo_ev="-2.9 / -5.8" total_energy_ha=-7831.63605 gap_ev="7.39 / 4.47" multiplicity=5
Rh -0.1144 -0.1608 -0.5260 -0.16
Se -2.0743 -1.8145 -0.4810 -0.03
P -3.1446 0.1069 -0.2718 0.22
Se -1.6616 1.7595 -0.3648 -0.26
C -4.2192 0.2381 -1.7541 0.26
C -4.5368 1.4866 -2.2696 -0.18
C -5.3989 1.5872 -3.3480 -0.80
C -5.9492 0.4417 -3.9028 -0.45
C -5.6350 -0.8061 -3.3837 -0.84
C -4.7675 -0.9110 -2.3105 0.21
C -4.3951 0.0909 1.0553 1.41
C -4.6275 1.2013 1.8507 -0.56
C -5.5054 1.0936 2.9156 -0.61
C -6.1499 -0.1080 3.1657 -0.55
C -5.9240 -1.2073 2.3536 -0.76
C -5.0419 -1.1117 1.2938 -0.37
H -4.0960 2.3740 -1.8320 0.37
H -5.6409 2.5579 -3.7556 0.43
H -6.6205 0.5198 -4.7458 0.41
H -6.0639 -1.6994 -3.8149 0.43
H -4.4933 -1.8838 -1.9161 0.28
H -4.1066 2.1295 1.6585 0.43
H -5.6735 1.9453 3.5595 0.44
H -6.8257 -0.1894 4.0030 0.43
H -6.4187 -2.1443 2.5555 0.44
H -4.8478 -1.9634 0.6548 0.33
N -2.4445 -4.6502 6.2175 -0.47
C -2.0117 -3.6677 5.3961 1.15
C -2.4461 -3.6153 4.0621 -1.04
C -2.0575 -2.5786 3.2475 0.16
C -1.2183 -1.5895 3.7329 -0.18
C -0.7376 -1.6459 5.0308 -0.43
C -1.1210 -2.6813 5.8551 -0.83
S -0.8367 -0.2020 2.6997 1.34
O -0.4504 0.9455 3.4520 -0.71
O -2.0197 -0.0265 1.8514 -0.14
N 0.3047 -0.6420 1.6123 -0.54
C 1.5767 -0.2390 1.7079 0.76
N 2.1079 0.1183 0.5140 -0.20
C 3.3728 0.4886 0.4755 -0.07
C 4.1505 0.5225 1.6229 -0.71
C 3.5123 0.1689 2.8063 -0.09
N 2.2532 -0.2144 2.8498 -0.50
H -3.0740 -5.3598 5.8881 0.19
H -2.1253 -4.7016 7.1686 0.19
H -3.1083 -4.3837 3.6959 0.30
H -2.4082 -2.5222 2.2303 -0.06
H -0.0805 -0.8663 5.3797 0.50
H -0.7545 -2.7371 6.8691 0.31
H 3.7665 0.7820 -0.4909 0.42
H 5.1882 0.8021 1.5867 0.39
H 4.0322 0.1901 3.7557 0.44
Cl 0.9566 -0.6582 -2.6628 -0.03
C -0.1449 -0.5583 -4.0500 -0.46
Cl -1.7816 -0.1681 -3.4914 0.12
H -0.1674 -1.5220 -4.5563 0.35
H 0.1897 0.2450 -4.7030 0.36

=====

Entry 2:
54
Properties=species:S:1:pos:R:3:mulliken_charge:R:1 method="wB97M-V/def2-TZVPD" charge=+2 largest_force_ev_per_a=0.361 homo_energy_ev="-13.894 / -13.871" e_lumo_ev="-5.2 / -7.7" total_energy_ha=-2854.57460 gap_ev="8.68 / 6.17" multiplicity=8
Gd -0.5924 0.5735 0.0611 0.96
N 3.7822 1.8748 -0.2135 -0.03
C 4.1739 0.6018 0.1888 0.97
C 5.4319 0.0228 0.3192 -1.13
C 5.4584 -1.2684 0.7999 -0.53
C 4.2784 -1.9511 1.1487 -0.75
C 3.0384 -1.3671 1.0086 -0.48
C 2.9932 -0.0670 0.5039 0.03
N 1.9075 0.7850 0.2705 -0.16
C 2.4390 1.9244 -0.1258 0.33
C 1.6323 3.1197 -0.3813 -0.10
C 2.0463 4.4127 -0.4405 -0.36
S 0.6995 5.4382 -0.6389 -0.05
C -0.3285 4.0950 -0.6294 -0.17
N 0.2693 2.9386 -0.4771 -0.08
H 4.3884 2.6184 -0.5184 0.25
H 6.3411 0.5505 0.0711 0.44
H 6.4098 -1.7632 0.9311 0.43
H 4.3514 -2.9535 1.5446 0.45
H 2.1417 -1.9023 1.2929 0.40
H 3.0423 4.8096 -0.3461 0.40
H -1.3974 4.2024 -0.7248 0.38
C -4.3259 -1.6919 -1.7870 -1.39
C -3.0756 -1.5992 -0.9698 0.72
O -2.3966 -0.5503 -0.9462 -0.50
N -2.6969 -2.6722 -0.2740 0.00
C -1.4504 -2.7153 0.4839 -1.22
C -0.2439 -2.8303 -0.4172 0.91
C 0.2507 -4.0674 -0.7927 -0.75
C 1.3020 -4.1285 -1.6964 -0.39
C 1.8256 -2.9496 -2.1977 -0.90
C 1.2962 -1.7528 -1.7482 -0.35
N 0.2885 -1.6817 -0.8734 0.46
H -4.6150 -0.6976 -2.1114 0.34
H -5.1329 -2.1442 -1.2117 0.44
H -4.1442 -2.3149 -2.6634 0.35
H -3.2825 -3.4923 -0.3120 0.27
H -1.5068 -3.5659 1.1621 0.66
H -1.3981 -1.8246 1.1256 -0.03
H -0.1846 -4.9687 -0.3840 0.49
H 1.7018 -5.0840 -2.0070 0.47
H 2.6366 -2.9480 -2.9106 0.48
H 1.7026 -0.8089 -2.0934 0.46
S -1.1569 0.6325 2.6430 -0.29
C -2.4575 1.6992 2.0534 0.93
C -3.3695 2.2678 2.9426 -0.78
C -4.3733 3.0635 2.4267 -0.19
C -4.4641 3.2720 1.0510 -0.81
C -3.5237 2.6767 0.2407 -0.50
N -2.5343 1.9184 0.7377 -0.05
H -3.2860 2.0833 4.0031 0.47
H -5.0920 3.5155 3.0966 0.42
H -5.2486 3.8778 0.6226 0.44
H -3.5519 2.7864 -0.8372 0.66